(1)
An isolated ion of composition C7H12N2O3PS and charge +1. Source: the Open Molecules 2025 dataset; level of theory: ωB97M-V/def2-TZVPD.

Atoms and positions in Å:
C: -2.629 0.755 1.227
C: -2.989 -0.103 -0.098
O: -4.380 -0.428 -0.198
C: -2.045 -1.420 -0.059
C: -0.554 -0.901 -0.031
C: 0.355 -0.976 1.199
C: 1.694 -0.347 0.895
N: 2.019 0.197 -0.333
P: 3.660 0.956 -0.467
O: 4.772 0.187 0.557
O: 4.158 0.749 -2.094
S: 3.646 2.847 -0.091
N: 1.331 0.267 -1.457
C: 0.078 -0.283 -1.260
H: -3.473 1.497 1.401
H: -2.436 0.077 2.125
H: -1.663 1.357 1.064
H: -2.598 0.530 -0.977
H: -4.810 0.397 -0.504
H: -2.316 -2.137 0.776
H: -2.221 -1.975 -1.047
H: 0.043 -1.401 2.192
H: 2.466 -0.326 1.733
H: 4.837 -0.738 0.200
H: 3.658 1.456 -2.570
H: -0.602 -0.235 -2.181

## Properties
Orbital gap = 7.28 eV
HOMO level = -12.87 eV
LUMO level = -5.59 eV
Net charge = +1

(2)
C7H8Cl15N as an isolated structure. Source: the Open Molecules 2025 dataset; level of theory: ωB97M-V/def2-TZVPD.

Atoms and positions in Å:
C: 1.231 0.426 1.401
C: 1.134 -0.563 0.323
N: 1.003 -1.362 -0.499
H: 1.617 -0.131 2.255
H: 0.251 0.880 1.552
H: 1.985 1.189 1.203
C: 2.479 -0.904 -2.305
Cl: 2.996 0.795 -1.930
Cl: 3.348 -2.080 -1.312
Cl: 2.799 -1.193 -4.062
H: 1.421 -0.985 -2.057
C: -1.240 -1.092 -1.561
Cl: -1.102 0.650 -1.719
Cl: -0.786 -1.890 -3.045
Cl: -2.885 -1.423 -1.015
H: -0.529 -1.555 -0.877
C: -0.257 2.855 -1.361
Cl: -0.245 2.290 0.320
Cl: 1.132 2.194 -2.309
Cl: -0.141 4.642 -1.402
H: -1.167 2.470 -1.821
C: -2.531 1.641 1.705
Cl: -2.789 3.156 0.802
Cl: -0.967 1.719 2.588
Cl: -2.524 0.275 0.684
H: -3.371 1.451 2.373
C: -0.256 -2.655 2.484
Cl: 1.445 -2.113 2.543
Cl: -0.295 -4.402 2.751
Cl: -1.020 -2.163 0.987
H: -0.736 -2.123 3.306

## Properties
Orbital gap = 9.46 eV
Energy relative to the best compared isomer or geometry (same formula, charge and spin) = 965.95 kJ/mol
HOMO level = -9.39 eV
LUMO level = 0.07 eV
Net charge = 0

(3)
A 15-piece molecular cluster, H28O18S overall. Source: the Open Molecules 2025 dataset; level of theory: ωB97M-V/def2-TZVPD.

Atoms and positions in Å:
S: -20.376 -5.778 16.024
O: -20.961 -6.004 14.684
O: -21.114 -6.556 17.030
O: -18.959 -6.248 15.935
O: -20.422 -4.349 16.302
O: -23.186 -8.136 16.433
H: -22.303 -7.707 16.540
H: -23.670 -7.884 17.224
O: -21.992 -6.600 19.508
H: -21.176 -6.299 19.925
H: -21.765 -6.660 18.544
O: -22.126 -7.943 13.297
H: -21.574 -7.330 13.840
H: -22.102 -8.776 13.776
O: -19.803 -4.189 19.114
H: -20.034 -3.408 19.624
H: -20.284 -4.082 18.277
O: -23.801 -4.603 18.780
H: -23.101 -5.235 19.052
H: -24.336 -5.091 18.146
O: -19.863 -8.994 18.055
H: -20.119 -8.071 17.867
H: -18.989 -8.926 18.456
O: -17.829 -6.546 13.541
H: -18.402 -6.603 14.345
H: -18.428 -6.685 12.801
O: -18.507 -2.723 15.050
H: -19.181 -3.292 15.470
H: -18.885 -2.510 14.191
O: -17.153 -6.177 17.845
H: -16.381 -6.156 17.275
H: -17.919 -6.273 17.213
O: -23.452 -4.910 14.708
H: -22.681 -5.524 14.703
H: -23.364 -4.412 13.891
O: -22.348 -2.550 16.298
H: -21.524 -3.096 16.314
H: -23.054 -3.201 16.237
O: -20.158 -4.368 12.578
H: -19.882 -4.986 11.886
H: -20.323 -4.942 13.355
O: -18.117 -8.832 15.728
H: -18.318 -7.873 15.655
H: -18.597 -9.105 16.519
O: -20.091 -6.786 11.308
H: -20.888 -6.886 11.858
H: -20.074 -7.579 10.765

## Properties
Orbital gap = 9.29 eV
Energy relative to the best compared isomer or geometry (same formula, charge and spin) = 113.49 kJ/mol
HOMO level = -4.48 eV
LUMO level = 4.80 eV
Net charge = -2

(4)
C8H22AgN5O11 as an isolated structure. Source: the Open Molecules 2025 dataset; level of theory: ωB97M-V/def2-TZVPD.

Atoms and positions in Å:
Ag: 23.590 2.726 -20.411
N: 24.333 -0.073 -22.546
O: 25.472 -0.355 -22.854
O: 23.387 -0.894 -22.782
O: 24.107 0.914 -21.894
N: 22.315 -0.362 -19.163
O: 22.102 -1.085 -20.102
O: 22.639 0.754 -19.310
O: 22.160 -0.775 -17.993
N: 21.537 2.780 -22.987
O: 20.892 1.770 -23.363
O: 21.840 2.838 -21.821
O: 22.005 3.499 -23.862
C: 21.138 5.256 -17.674
C: 21.915 4.694 -18.825
C: 22.566 5.811 -19.731
O: 23.384 5.195 -20.780
C: 23.739 6.150 -21.824
N: 22.895 3.780 -18.329
H: 20.978 4.703 -16.748
H: 20.143 5.543 -18.014
H: 21.540 6.159 -17.215
H: 21.200 4.090 -19.384
H: 23.188 6.509 -19.171
H: 21.778 6.461 -20.111
H: 24.218 7.052 -21.442
H: 22.792 6.312 -22.338
H: 24.367 5.832 -22.656
H: 22.499 3.340 -17.510
H: 23.667 4.281 -17.913
C: 27.492 3.185 -18.777
C: 26.241 3.237 -19.656
C: 26.566 3.306 -21.213
O: 25.331 3.531 -21.956
C: 25.484 3.411 -23.372
N: 25.545 2.037 -19.443
H: 28.137 4.057 -18.880
H: 28.123 2.350 -19.082
H: 27.374 3.111 -17.696
H: 25.519 4.044 -19.527
H: 27.278 2.598 -21.638
H: 27.175 4.195 -21.374
H: 24.503 3.261 -23.822
H: 26.110 2.564 -23.653
H: 25.942 4.303 -23.800
H: 25.456 1.960 -18.440
H: 26.257 1.334 -19.584

## Properties
Orbital gap (alpha / beta) = 2.50 / 4.04 eV
HOMO level (alpha / beta) = 2.22 / -2.28 eV
LUMO level (alpha / beta) = 4.71 / 1.76 eV
2S+1 = 3
Net charge = -2

(5)
A 2-piece molecular cluster, C26H24N3 overall. Source: the Open Molecules 2025 dataset; level of theory: ωB97M-V/def2-TZVPD.

Atoms and positions in Å:
C: 4.404 0.096 1.856
N: 2.999 -0.223 1.811
C: 2.005 0.697 1.713
C: 0.746 0.046 1.797
C: -0.487 0.688 1.800
C: -1.769 0.051 1.759
C: -2.058 -0.966 0.816
C: -3.271 -1.637 0.827
C: -4.219 -1.354 1.820
C: -5.450 -2.204 1.928
C: -3.981 -0.303 2.720
C: -2.809 0.429 2.655
C: 1.056 -1.386 1.970
C: 0.301 -2.512 2.249
C: 0.952 -3.747 2.418
C: 2.344 -3.856 2.344
C: 3.134 -2.717 2.105
C: 2.465 -1.509 1.937
H: 4.964 -0.833 1.942
H: 4.703 0.633 0.945
H: 4.625 0.743 2.717
H: 2.233 1.750 1.601
H: -0.441 1.773 1.928
H: -1.316 -1.182 0.042
H: -3.482 -2.405 0.079
H: -6.125 -1.794 2.686
H: -5.980 -2.261 0.967
H: -5.198 -3.239 2.211
H: -4.726 -0.089 3.487
H: -2.618 1.267 3.333
H: -0.777 -2.418 2.348
H: 0.362 -4.640 2.614
H: 2.816 -4.827 2.483
H: 4.221 -2.756 2.057
C: 1.718 4.730 -4.302
C: 2.487 3.878 -3.488
C: 1.942 2.661 -3.053
C: 0.691 2.255 -3.547
N: 0.149 1.035 -3.104
C: 0.451 0.400 -1.909
N: -0.337 -0.647 -1.726
C: -1.181 -0.725 -2.819
C: -0.891 0.301 -3.689
C: -0.034 3.058 -4.434
C: 0.445 4.337 -4.749
H: 2.122 5.698 -4.602
H: 3.503 4.156 -3.187
H: 2.497 2.018 -2.366
H: 1.222 0.774 -1.247
H: -1.942 -1.498 -2.895
H: -1.327 0.551 -4.636
H: -0.974 2.693 -4.852
H: -0.163 5.009 -5.358

## Properties
Orbital gap = 6.22 eV
Energy relative to the best compared isomer or geometry (same formula, charge and spin) = 0.00 kJ/mol
HOMO level = -10.95 eV
LUMO level = -4.73 eV
Net charge = +1

(6)
C4H13NO2S as an isolated structure. Source: the Open Molecules 2025 dataset; level of theory: ωB97M-V/def2-TZVPD.

Atoms and positions in Å:
C: -1.233 -1.033 1.298
N: -0.709 -1.180 -0.086
C: 0.585 -0.370 -0.346
C: 1.709 -0.651 0.686
S: 3.389 -0.027 0.254
C: 0.205 1.072 -0.506
O: 1.596 1.818 -1.705
H: -2.319 -0.844 1.177
H: -0.816 -0.113 1.797
H: -1.268 -1.939 1.896
H: -0.477 -2.200 -0.144
H: 0.904 -0.907 -1.273
H: 1.340 -0.372 1.690
H: 1.839 -1.808 0.713
H: 2.716 0.734 -0.682
H: -0.189 1.475 0.573
H: -0.363 1.275 -1.395
H: 1.060 1.990 -0.773
H: -2.781 1.686 -1.460
H: -2.226 0.402 -0.934
O: -2.965 0.993 -0.780

## Properties
Orbital gap (alpha / beta) = 8.52 / 5.00 eV
Energy relative to the best compared isomer or geometry (same formula, charge and spin) = 546.17 kJ/mol
HOMO level (alpha / beta) = -14.01 / -13.91 eV
LUMO level (alpha / beta) = -5.48 / -8.91 eV
2S+1 = 2
Net charge = +1

(7)
C5H4N2O2 as an isolated structure. Source: the Open Molecules 2025 dataset; level of theory: ωB97M-V/def2-TZVPD.

Atoms and positions in Å:
C: -0.957 1.340 0.169
C: -0.427 -0.022 -0.136
C: 0.607 -0.482 0.977
C: 1.582 -0.381 -0.270
C: -1.501 -0.992 -0.391
H: -1.728 1.398 0.978
H: 0.409 -1.540 1.321
H: 0.821 0.186 1.857
H: 0.728 0.621 -1.913
N: 0.614 -0.036 -1.173
N: -2.308 -1.824 -0.537
O: -0.608 2.267 -0.469
O: 2.767 -0.535 -0.412

## Properties
Orbital gap = 10.77 eV
Energy relative to the best compared isomer or geometry (same formula, charge and spin) = 160.81 kJ/mol
HOMO level = -10.61 eV
LUMO level = 0.17 eV
Net charge = 0

(8)
One molecule with the formula C4H13N3. Source: the Open Molecules 2025 dataset; level of theory: ωB97M-V/def2-TZVPD.

Atoms and positions in Å:
N: 3.212 -1.090 -0.183
C: 1.835 -0.429 -0.526
C: 0.647 -1.397 -0.566
C: -0.566 -0.979 0.313
N: -1.165 0.218 -0.253
C: -2.160 1.020 0.703
N: -1.836 2.411 0.385
H: 3.111 -1.855 0.426
H: 3.639 -0.330 0.343
H: 1.571 0.426 0.126
H: 2.129 -0.073 -1.585
H: 0.116 -1.483 -1.519
H: 1.106 -2.375 -0.208
H: -0.312 -0.723 1.325
H: -1.292 -1.767 0.091
H: -0.400 0.969 -0.584
H: -3.188 0.645 0.445
H: -2.256 0.776 1.805
H: -1.783 2.515 -0.585
H: -2.449 3.203 0.731

## Properties
Orbital gap = 9.99 eV
Energy relative to the best compared isomer or geometry (same formula, charge and spin) = 242.75 kJ/mol
HOMO level = -8.85 eV
LUMO level = 1.14 eV
Net charge = 0

Q: Which maximum force values were calculated for the entries above? A: 5.220 5.220 1.956 6.619 2.291 3.515 2.515 3.626, in eV/Å.